Record 1
17
Properties=species:S:1:pos:R:3:nbo_charge:R:1 method="wB97M-V/def2-TZVPD" homo_ev=-8.111 energy_ev=-6842.1136 molar_mass_g_mol=85.2 homo_lumo_gap_ev=7.9 total_charge=0 e_lumo_ev=-0.22 fmax_ev_per_a=5.7
C 1.411 -0.186 -2.048 -0.45
C -0.925 0.331 -0.940 -0.27
C -0.337 0.978 0.472 -0.30
C -0.449 -0.394 1.511 -0.16
C 0.073 -0.056 2.887 -0.74
H 1.370 0.638 -3.040 0.17
H 1.772 0.162 -0.963 0.23
H 2.097 -1.223 -2.483 0.21
H -0.452 -0.884 -2.515 0.35
H -1.426 1.148 -1.531 0.16
H -1.747 -0.276 -0.677 0.20
H 0.110 2.379 0.482 0.29
H -0.776 -2.021 1.272 0.27
H 0.687 -1.037 3.195 0.23
H 0.791 1.038 2.958 0.24
H -0.830 0.060 3.727 0.23
N -0.033 -0.575 -1.674 -0.65



Record 2
15
Properties=species:S:1:pos:R:3:nbo_charge:R:1 method="wB97M-V/def2-TZVPD" homo_ev=-8.409 energy_ev=-11890.6885 molar_mass_g_mol=117.1 homo_lumo_gap_ev=9.1 total_charge=0 e_lumo_ev=0.64 fmax_ev_per_a=0.4
C 1.020 1.198 1.259 -0.42
N 0.783 0.189 0.250 -0.62
C 0.909 -1.080 0.495 0.87
C -0.661 -0.073 -1.019 0.67
C -1.938 -0.070 -0.644 -0.69
O 0.128 -1.614 -0.738 -0.65
O -0.155 0.446 -2.122 -0.66
O 1.362 -1.855 1.284 -0.60
H -0.483 -2.328 -0.497 0.52
H 0.720 0.802 -1.906 0.51
H 1.359 0.751 2.197 0.21
H 1.767 1.921 0.924 0.20
H 0.083 1.734 1.449 0.20
H -2.298 -0.669 0.177 0.22
H -2.596 0.648 -1.109 0.24



Record 3
15
Properties=species:S:1:pos:R:3:nbo_charge:R:1 method="wB97M-V/def2-TZVPD" homo_ev=-9.161 energy_ev=-19208.2110 molar_mass_g_mol=120.2 homo_lumo_gap_ev=9.9 total_charge=0 e_lumo_ev=0.69 smiles="O=C(O)CCCS" fmax_ev_per_a=1.6
O -0.925 0.427 2.553 -0.59
C -0.773 -0.570 1.912 0.81
O -1.634 -1.579 1.924 -0.69
C 0.390 -0.854 0.945 -0.50
C 0.086 0.072 -0.245 -0.42
C 1.210 0.044 -1.245 -0.48
S 0.741 1.154 -2.655 -0.06
H -2.460 -1.418 2.392 0.50
H 1.246 -0.598 1.579 0.23
H 0.473 -1.879 0.584 0.23
H -0.090 1.076 0.125 0.23
H -0.832 -0.318 -0.711 0.21
H 2.163 0.367 -0.818 0.21
H 1.406 -0.938 -1.673 0.21
H 1.757 0.851 -3.472 0.12